Record 1
DFT (wB97M-V/def2-TZVPD) results for 4 unconnected molecules or ions with the total composition C4H6N2O2 in a non-equilibrium geometry.

Last columns: bonded neighbours and bond lengths (Å).
Atoms and positions in Å:
1 C 0.371 1.188 -1.201  N11 1.359
2 C -2.014 -0.139 0.352  H8 1.280, H9 1.017, N12 1.358
3 C 1.003 -0.255 0.308  C4 1.508, N11 1.381, O13 1.275
4 C 0.965 -1.486 1.179  C3 1.508, H10 1.162, O14 1.247
5 H 0.404 2.467 -0.242  no bonds
6 H -0.959 1.522 -2.227  no bonds
7 H 1.846 0.554 -1.804  no bonds
8 H -1.187 0.125 1.293  C2 1.280
9 H -2.981 -0.443 0.441  C2 1.017
10 H 2.023 -1.966 1.166  C4 1.162
11 N -0.069 0.130 -0.471  C1 1.359, C3 1.381, N12 1.449
12 N -1.418 -0.227 -0.864  C2 1.358, N11 1.449
13 O 2.010 0.527 0.280  C3 1.275
14 O 0.006 -1.997 1.790  C4 1.247

Results
net charge = 0
frontier orbital gap = 8.9 eV
2S+1 = 1

Formally, the natural (NBO) partial charges of the atoms, in units of the elementary charge, are as follows: atom 1 (C): -0.366, atom 2 (C): -0.042, atom 3 (C): 0.483, atom 4 (C): 0.361, atom 5 (H): 0.229, atom 6 (H): 0.220, atom 7 (H): 0.243, atom 8 (H): 0.208, atom 9 (H): 0.186, atom 10 (H): 0.149, atom 11 (N): -0.442, atom 12 (N): -0.195, atom 13 (O): -0.547, atom 14 (O): -0.488

---

Record 2
DFT (wB97M-V/def2-TZVPD) results for a gas-phase ion, CF2NO2 (charge -1) in a non-equilibrium geometry.

Last columns: bonded neighbours and bond lengths (Å).
Atoms and positions in Å:
1 C -0.619 -0.234 -0.485  N2 1.482, O3 1.197, O4 1.233
2 N 0.309 0.352 0.510  C1 1.482, F5 1.437, F6 1.474
3 O -0.824 -1.405 -0.621  C1 1.197
4 O -1.277 0.782 -0.725  C1 1.233
5 F 0.969 -0.657 1.292  N2 1.437
6 F 1.443 1.161 0.029  N2 1.474

Results
net charge = -1
frontier orbital gap (spin up / spin down) = 6.2 / 7.7 eV
<S²> = 2.01
2S+1 = 3

Formally, the natural (NBO) partial charges of the atoms, in units of the elementary charge, are as follows: atom 1 (C): 0.761, atom 2 (N): 0.307, atom 3 (O): -0.656, atom 4 (O): -0.699, atom 5 (F): -0.292, atom 6 (F): -0.421

---

Record 3
DFT (wB97M-V/def2-TZVPD) results for 2 unconnected molecules or ions with the total composition CN5O in a non-equilibrium geometry.

Last columns: bonded neighbours and bond lengths (Å).
Atoms and positions in Å:
1 C 0.653 1.346 -0.004  N3 1.224, O7 1.123
2 N -2.858 -0.547 0.031  N4 1.098
3 N 1.072 0.198 0.063  C1 1.224, N6 1.204
4 N -1.782 -0.340 -0.040  N2 1.098
5 N 1.378 -2.082 -0.033  N6 1.099
6 N 1.201 -0.998 0.006  N3 1.204, N5 1.099
7 O 0.337 2.423 -0.024  C1 1.123

Results
net charge = +1
frontier orbital gap = 12.3 eV
2S+1 = 1

Formally, the natural (NBO) partial charges of the atoms, in units of the elementary charge, are as follows: atom 1 (C): 1.001, atom 2 (N): 0.121, atom 3 (N): -0.363, atom 4 (N): -0.119, atom 5 (N): 0.304, atom 6 (N): 0.314, atom 7 (O): -0.257

---

Record 4
DFT (wB97M-V/def2-TZVPD) results for 3 unconnected molecules or ions with the total composition C10H25N4O in a non-equilibrium geometry.

Last columns: bonded neighbours and bond lengths (Å).
Atoms and positions in Å:
1 C -0.166 -0.071 -1.687  N11 1.223, O15 1.170
2 C 0.851 -0.915 0.334  N11 1.462, H16 1.158, H17 1.072, H18 1.107
3 C 2.089 -0.569 -1.767  N11 1.475, H19 1.031, H20 1.058, H21 1.167
4 C -4.258 1.759 0.165  N12 1.435, H22 1.199, H23 1.087, H24 1.113
5 C -1.956 2.391 0.432  N12 1.453, H25 1.201, H26 1.107, H27 1.112
6 C -2.904 -2.304 -0.429  N13 1.502, H28 1.100, H29 1.150, H30 1.111
7 C -4.499 -1.081 0.891  N13 1.402, H31 1.098, H32 1.082, H33 1.045
8 C 4.590 -0.034 1.720  N14 1.495, H34 1.168, H35 1.140, H36 1.122
9 C 5.738 0.299 -0.442  N14 1.511, H37 1.233, H38 1.081, H39 1.112
10 C -2.491 0.067 0.079  N12 1.310, N13 1.331
11 N 0.811 -0.429 -1.044  C1 1.223, C2 1.462, C3 1.475
12 N -2.897 1.306 0.210  C4 1.435, C5 1.453, C10 1.310
13 N -3.298 -0.987 0.175  C6 1.502, C7 1.402, C10 1.331
14 N 4.429 0.417 0.304  C8 1.495, C9 1.511, H40 0.994
15 O -0.820 0.372 -2.549  C1 1.170
16 H 1.939 -0.711 0.672  C2 1.158
17 H 0.348 -0.102 0.816  C2 1.072
18 H 0.584 -1.989 0.369  C2 1.107
19 H 2.207 -0.068 -2.661  C3 1.031
20 H 2.861 -0.279 -1.104  C3 1.058
21 H 2.373 -1.687 -1.938  C3 1.167
22 H -4.214 2.796 -0.435  C4 1.199
23 H -4.735 1.208 -0.641  C4 1.087
24 H -4.756 1.676 1.157  C4 1.113
25 H -1.425 2.144 1.480  C5 1.201
26 H -1.164 2.442 -0.340  C5 1.107
27 H -2.478 3.371 0.493  C5 1.112
28 H -2.963 -3.009 0.413  C6 1.100
29 H -3.617 -2.449 -1.320  C6 1.150
30 H -1.835 -2.038 -0.572  C6 1.111
31 H -4.311 -0.331 1.671  C7 1.098
32 H -5.343 -1.060 0.216  C7 1.082
33 H -4.586 -2.045 1.287  C7 1.045
34 H 4.683 -1.187 1.566  C8 1.168
35 H 5.429 0.635 2.104  C8 1.140
36 H 3.685 0.307 2.290  C8 1.122
37 H 5.497 0.781 -1.551  C9 1.233
38 H 6.643 0.800 -0.129  C9 1.081
39 H 5.779 -0.806 -0.564  C9 1.112
40 H 4.179 1.379 0.328  N14 0.994

Results
net charge = +1
frontier orbital gap (spin up / spin down) = 7.4 / 7.4 eV
2S+1 = 1

Formally, the natural (NBO) partial charges of the atoms, in units of the elementary charge, are as follows: atom 1 (C): 0.978, atom 2 (C): -0.418, atom 3 (C): -0.434, atom 4 (C): -0.446, atom 5 (C): -0.400, atom 6 (C): -0.404, atom 7 (C): -0.425, atom 8 (C): -0.442, atom 9 (C): -0.429, atom 10 (C): 0.214, atom 11 (N): -0.440, atom 12 (N): -0.470, atom 13 (N): -0.437, atom 14 (N): -0.661, atom 15 (O): -0.373, atom 16 (H): 0.246, atom 17 (H): 0.254, atom 18 (H): 0.244, atom 19 (H): 0.234, atom 20 (H): 0.274, atom 21 (H): 0.224, atom 22 (H): 0.223, atom 23 (H): 0.216, atom 24 (H): 0.223, atom 25 (H): 0.200, atom 26 (H): 0.203, atom 27 (H): 0.229, atom 28 (H): 0.205, atom 29 (H): 0.226, atom 30 (H): 0.202, atom 31 (H): 0.211, atom 32 (H): 0.209, atom 33 (H): 0.207, atom 34 (H): 0.213, atom 35 (H): 0.202, atom 36 (H): 0.199, atom 37 (H): 0.191, atom 38 (H): 0.203, atom 39 (H): 0.202, atom 40 (H): 0.347